1.
A structure of composition C20H32N4O4 in a non-equilibrium geometry, computed with the ωB97M-V functional and the def2-TZVPD basis.

```
60
Properties=species:S:1:pos:R:3:forces:R:3:nbo_charge:R:1
C -2.07325 4.32305 -0.26012 0.6348 -0.5402 -1.9982 -0.652
C -0.68145 3.58368 -0.23671 -0.0649 4.7171 -3.9885 -0.021
H 0.17567 4.34224 -0.07367 -1.3231 -1.2127 -0.9966 0.210
H -0.56472 2.89716 0.48228 0.1213 -3.1063 2.0672 0.197
O -0.39629 2.91482 -1.73353 5.9328 15.5800 4.7330 -0.478
C -0.87766 1.89471 -1.81165 -4.3544 -13.3581 -3.1314 0.917
O -1.62432 1.39924 -0.98139 -0.9034 -1.7275 -0.0289 -0.735
N -0.42170 1.24529 -3.04787 -3.2705 0.7208 3.1338 -0.500
C -0.68307 -0.12807 -3.22415 -2.0079 -0.5469 2.3105 -0.238
H -1.78104 -0.37159 -2.71995 3.0332 0.3871 -1.1450 0.249
C 0.54776 -0.81632 -2.38174 -7.2217 -5.0384 -1.3698 -0.254
N 1.69537 -0.02907 -2.40921 -3.9886 -6.8213 -4.1967 -0.398
C 1.79376 0.41003 -1.31307 6.3280 7.6032 16.6609 0.228
C 1.55403 0.49397 0.25910 -0.4762 -0.8792 -6.5650 0.170
N 0.48385 -0.06163 0.76231 -5.7526 -0.1013 3.2826 -0.677
H -0.51231 0.10101 0.36674 2.6176 -0.2471 -0.5049 0.444
C 0.20956 0.06045 2.25015 6.2116 -1.0419 0.5373 -0.223
H -0.52759 0.76705 2.59907 -0.8479 -0.4445 -0.3821 0.206
C 0.27569 -1.44705 2.98909 -4.6895 7.4620 0.2256 -0.268
N -1.18120 -1.67662 2.82688 -0.8865 -2.5966 -2.7611 -0.490
C -1.69600 -2.44579 3.85348 -5.1638 9.5890 4.7900 -0.196
C -1.23603 -3.65415 4.19519 0.1410 -9.9959 2.5258 -0.473
C -1.60593 -4.61671 2.99784 2.1701 -1.8064 -0.7194 -0.387
C -1.10596 -3.85365 1.73417 1.2321 -8.8682 -1.9984 -0.440
H -1.18640 -4.70675 0.72810 -0.7802 2.4289 2.3053 0.198
H -0.00789 -4.18042 1.75405 -0.7716 2.2456 0.0839 0.241
C -1.61352 -2.56365 1.44169 6.3869 5.1423 2.1250 -0.080
H -0.69058 -2.13846 0.85421 -2.4931 -0.1936 -0.2644 0.230
C -2.97538 -2.18731 1.10410 -0.6361 -8.3751 -1.9357 -0.417
C -3.13841 -2.10322 -0.35184 6.6441 -0.8197 -2.6986 -0.551
H -2.48647 -1.22434 -0.65047 -1.3413 -0.4669 -0.3122 0.204
H -2.54791 -3.01977 -1.03250 -1.8429 2.1922 2.2894 0.180
H -4.09918 -2.08928 -0.61830 -3.6337 0.4854 -1.5036 0.203
H -3.62496 -3.17615 1.33529 0.9890 2.2534 0.3200 0.187
H -3.33913 -1.40601 1.56301 -1.6898 4.0768 2.6524 0.226
H -2.63056 -4.69251 2.99626 -2.6402 -0.2298 -0.1138 0.185
H -1.24090 -5.84176 2.92849 -0.5332 3.7388 0.6717 0.207
H -1.84704 -4.07735 5.18524 1.9289 1.0947 -2.3270 0.220
H -0.16589 -3.85119 4.28734 0.1309 0.8511 0.5914 0.222
H -1.39829 -1.63945 4.85208 -1.1611 -2.1560 -1.9752 0.165
H -3.00008 -2.34910 3.91049 3.7026 -0.5275 -0.4750 0.200
H 0.44001 -0.99460 4.03470 0.3808 -2.0380 -1.2551 0.239
H 0.90531 -1.93927 2.35978 2.2398 -2.0341 -0.7468 0.209
H 1.20144 0.53134 2.56043 -1.1768 -0.3205 0.0879 0.218
C 2.83542 1.22683 0.53833 -5.7612 -3.5398 5.4046 0.374
O 3.11276 1.34272 1.73777 2.3274 1.4321 -1.0542 -0.612
C 2.91746 1.33988 -0.83919 -1.0430 -1.6779 -2.3004 0.374
O 3.64812 1.95180 -1.49446 4.2611 3.7593 -3.9738 -0.605
C 1.91350 0.64632 -3.52772 -0.2524 5.8516 -2.6891 -0.251
H 1.92357 0.16816 -4.40547 0.3295 -2.8939 -2.8338 0.208
H 2.81366 1.18580 -3.41832 1.0064 0.7617 -0.1114 0.263
C 0.70870 1.71543 -3.71794 -0.6168 -3.0848 -2.5261 -0.213
H 0.98481 2.54842 -3.25213 1.3332 3.7763 1.1744 0.220
H 0.24769 1.87171 -4.73715 1.9143 0.0233 0.2423 0.198
H 0.49440 -1.76989 -2.96631 1.4911 0.1452 0.8002 0.212
H 0.04326 -1.09711 -1.28252 2.0030 1.0273 -2.9159 0.256
H -0.81058 -0.34050 -4.31118 0.6530 -0.2684 0.6967 0.202
H -2.11108 5.08863 -1.18498 -0.0904 -1.8422 2.2937 0.231
H -2.12957 4.83023 0.67964 0.1576 0.8648 0.5013 0.226
H -2.95376 3.61979 -0.20084 1.1126 0.5909 -0.7091 0.243
```
Positions in Å, forces in eV/Å.

## Properties
total energy: -35391.8897 eV
E_LUMO: 0.02163 Ha
highest occupied orbital energy: -7.109 eV
energy above the lowest of the compared OMol25 structures with the same formula, charge and spin: 410.4 kcal per mole

2.
A structure of composition C20H32N7O2RuS3 in a non-equilibrium geometry, computed with the ωB97M-V functional and the def2-TZVPD basis.

```
65
Properties=species:S:1:pos:R:3:forces:R:3:mulliken_spin:R:1
Ru 0.01670 0.15796 0.92954 2.3101 -0.9517 -0.1305 -0.004
C 1.47660 -0.41069 3.52050 0.1701 0.0076 -0.1142 0.000
C 2.31218 -0.84365 2.32621 0.1244 0.0191 0.1681 0.001
N 2.23858 0.10898 1.19825 -0.2693 -0.1968 0.1112 0.000
C 2.95583 1.37954 1.36545 -0.0310 0.2736 0.1281 0.000
C 2.12212 2.37804 2.15918 0.0809 -0.3713 -0.1732 0.000
N 0.72433 2.28293 1.72001 -1.4913 -0.7700 -0.3671 0.000
C -0.27806 2.49432 2.76422 0.0967 0.2356 0.2828 0.000
C -0.31631 1.31637 3.74729 0.0169 0.2394 0.0122 0.000
N 0.10616 0.03620 3.11807 0.0078 -0.3852 -0.3721 0.000
H 1.98036 0.39362 4.04943 -0.0972 0.0111 0.0963 0.000
H 1.41840 -1.25479 4.20807 -0.0636 0.0523 0.0699 0.000
H 1.93481 -1.79443 1.95468 0.0601 -0.0131 -0.0534 0.000
H 3.34571 -0.98912 2.65997 0.0024 -0.0085 -0.0090 0.000
H 2.65786 -0.36596 0.40793 -0.0958 -0.0185 -0.0895 -0.001
H 3.11965 1.79010 0.36840 0.0261 -0.0556 -0.0258 0.000
H 3.92917 1.23068 1.84196 0.0265 0.0138 -0.0447 0.000
H 2.51500 3.38208 1.98760 -0.0965 0.0546 0.0509 0.000
H 2.18460 2.18371 3.22718 -0.0273 0.0633 0.0150 0.000
H 0.57417 2.96735 0.97588 0.0805 0.1852 0.0464 0.000
H -1.23843 2.59992 2.25894 0.0027 0.0558 -0.0090 0.000
H -0.09941 3.41602 3.32990 -0.0350 0.0170 -0.0150 0.000
H -1.33238 1.22969 4.13281 0.0155 -0.1415 0.0309 0.000
H 0.31606 1.52465 4.61100 0.0021 -0.0710 0.0214 0.000
H -0.53922 -0.68514 3.41167 -0.0537 -0.0061 0.0431 0.000
O 1.55578 -1.43860 -4.14201 0.0316 0.1146 -0.3164 0.201
C 1.90799 -2.50262 -3.52385 0.0686 -0.1858 0.0933 0.221
C 2.55517 -3.52595 -4.28352 0.0395 -0.0039 -0.2399 0.123
C 2.94503 -4.67707 -3.68066 0.0467 -0.1893 0.2056 0.002
C 2.71456 -4.86401 -2.29454 0.0524 0.0140 -0.3327 0.273
C 2.07659 -3.86869 -1.53719 -0.0777 0.1623 0.0104 -0.005
C 1.67033 -2.69421 -2.11489 0.1404 -0.2814 0.2754 0.111
C 1.00900 -1.66638 -1.27810 -0.5679 0.6897 0.5159 0.033
O 0.74867 -1.89521 -0.06599 -0.5044 0.1250 0.3231 -0.003
N 0.71099 -0.54132 -1.90568 0.4976 -0.3405 -0.7328 0.037
N 0.08172 0.38466 -1.12426 -0.4688 0.9143 0.3424 -0.018
C -0.36420 1.40658 -1.77388 0.4251 -0.5996 -0.4389 0.017
S -0.07860 1.64395 -3.47249 -0.2506 0.0917 0.0124 0.009
C -0.80413 3.30865 -3.51259 0.1444 -0.0375 -0.1403 0.001
C -1.94222 3.36193 -2.51762 -0.1659 -0.2066 -0.1178 0.000
S 0.30735 4.43632 -0.64316 -1.5425 -1.8402 -0.0815 0.006
H 1.12854 -0.80076 -3.47256 -0.0916 0.1180 0.3428 -0.022
H 2.71571 -3.34283 -5.33786 -0.0188 0.0188 0.0115 -0.002
H 3.43198 -5.45040 -4.25864 0.0077 -0.0206 0.0498 0.006
H 3.03181 -5.78121 -1.81641 -0.0048 0.0071 -0.0100 0.000
H 1.89378 -4.01025 -0.48100 -0.0063 -0.0256 0.0070 0.013
H -1.14629 3.50577 -4.52727 -0.0707 -0.0667 0.0139 0.000
H -0.01927 4.01319 -3.25012 -0.0683 0.0662 0.0082 0.000
H -2.81295 2.79630 -2.84982 0.0131 -0.0181 -0.0318 0.000
H -2.22633 4.38793 -2.29243 -0.0031 -0.0331 0.1401 0.000
S -1.36466 2.59582 -0.96333 1.6394 2.3797 0.1811 -0.002
C -1.97575 -0.35370 0.74024 0.3876 1.2267 0.2400 0.001
N -2.33438 -1.18531 -0.23779 -0.3373 -0.1576 0.0028 0.000
C -3.70990 -1.53012 -0.61948 -0.0404 -0.0520 0.0903 0.000
C -4.65561 -0.44564 -0.13573 0.1030 -0.0346 0.0800 0.000
C -4.37889 -0.19324 1.33693 -0.0001 -0.0996 -0.0743 0.000
N -2.95891 0.14188 1.49588 -0.4513 -0.2189 -0.0911 0.000
H -1.60241 -1.68543 -0.71159 0.1482 0.1522 0.0081 0.000
H -3.98253 -2.49555 -0.18701 -0.0272 0.0038 -0.0139 0.000
H -3.74975 -1.62429 -1.70414 0.0349 -0.0200 0.0002 0.000
H -5.68825 -0.75559 -0.28260 -0.0029 0.0004 -0.0095 0.000
H -4.49323 0.47577 -0.70002 -0.0161 -0.0048 -0.0150 0.000
H -4.61290 -1.08868 1.91761 -0.0556 0.0414 0.0457 0.000
H -4.97985 0.63029 1.71646 0.0354 0.0108 0.0427 0.000
H -2.72847 0.79959 2.21701 0.1949 0.0605 -0.0698 0.000
```
Positions in Å, forces in eV/Å.

## Properties
charge: +2
total energy: -70857.5686 eV
E_LUMO (alpha / beta): -0.23857 / -0.32649 Ha
multiplicity: 2
highest occupied orbital energy (alpha / beta): -13.307 / -13.300 eV
energy above the lowest of the compared OMol25 structures with the same formula, charge and spin: 111.2 kcal per mole